1.
Entry from the OMol25 dataset: a structure of composition C19H28ClN4PbS2 (the ωB97M-V functional and the def2-TZVPD basis).

ORCA input file:
```
! wB97M-V def2-TZVPD RIJCOSX def2/J DEFGRID3
* xyz 1 1
Pb 0.48172 0.40186 -1.23823
N 3.19795 -1.93887 -0.42043
C 2.80206 -3.16235 -1.09344
C 2.21756 -2.91467 -2.48786
N 0.90855 -2.21450 -2.61481
C 0.71284 -1.83926 -4.03145
C 1.39498 -0.55051 -4.49647
N 0.72878 0.61076 -3.87116
C -0.17158 -3.09977 -2.16241
C -1.38874 -2.34669 -1.61251
N -1.08740 -1.49008 -0.44449
H 3.98223 -1.50986 -0.90277
H 3.49889 -2.12224 0.52955
H 2.07611 -3.66923 -0.45558
H 3.65322 -3.83893 -1.22467
H 2.12825 -3.89880 -2.96701
H 2.95696 -2.34124 -3.04933
H -0.35617 -1.67930 -4.19264
H 1.02885 -2.67877 -4.66497
H 1.30702 -0.50599 -5.58563
H 2.45638 -0.54874 -4.24662
H -0.21767 0.67902 -4.23520
H 1.20357 1.47691 -4.10074
H 0.22651 -3.74760 -1.38005
H -0.51281 -3.74706 -2.97832
H -2.14821 -3.09594 -1.37550
H -1.80237 -1.67693 -2.37010
H -0.80603 -2.05930 0.34965
H -1.93076 -0.97629 -0.20109
S 0.09269 2.14598 1.07706
C -1.40965 3.00299 0.59927
C -1.73996 4.09659 1.40220
C -2.88140 4.83560 1.16310
C -3.70767 4.47498 0.10661
C -3.38286 3.40033 -0.69628
C -2.21605 2.65092 -0.49040
S -1.94380 1.35028 -1.65543
H -1.07883 4.35246 2.22036
H -3.12388 5.68170 1.79104
H -4.60688 5.04128 -0.09651
H -4.02049 3.12088 -1.52406
Cl 2.54795 0.99048 2.72030
C 1.35188 0.87064 3.97443
C 1.82009 0.72303 5.27148
C 0.92727 0.60691 6.32099
C -0.43389 0.64022 6.06658
C -0.88816 0.79596 4.76920
C -0.01342 0.91275 3.68821
C -0.63337 0.97083 2.31364
H 2.88685 0.68818 5.44423
H 1.29292 0.48738 7.33130
H -1.14566 0.54880 6.87552
H -1.95429 0.82304 4.57910
H -0.61441 -0.02439 1.86443
H -1.66567 1.29658 2.40787
*
```

Calculated values
M: 619.25 g mol⁻¹
HOMO-LUMO gap: 8.0 eV
HOMO level: -10.493 eV
LUMO: -2.47 eV
energy relative to the best compared isomer or geometry (same formula, charge and spin): 0.0 kJ/mol



2.
Entry from the OMol25 dataset: a structure of composition C30H36FIrN9O4S2 (the ωB97M-V functional and the def2-TZVPD basis).

ORCA input file:
```
! wB97M-V def2-TZVPD RIJCOSX def2/J DEFGRID3
* xyz 3 5
Ir -0.32918 1.92396 -0.57783
C 5.22215 -3.36591 -2.12825
C 5.05785 -2.66203 -0.79411
N 3.71751 -2.04380 -0.65003
C 3.57075 -0.77711 -1.02481
C 2.38866 -0.07276 -0.94602
C 2.41192 1.33575 -1.45416
O 3.46095 1.95102 -1.52022
O 1.26750 1.81046 -1.85795
C 1.26205 -0.69064 -0.36746
O 0.14105 -0.10648 -0.13146
C 1.40391 -2.07932 0.00705
C 0.31372 -2.78747 0.54755
C 0.45077 -4.09633 0.87594
F -0.57966 -4.74934 1.43543
C 1.66072 -4.80741 0.68600
C 2.73450 -4.11424 0.16347
C 2.62762 -2.74698 -0.15449
N 1.73543 -6.14417 1.08442
C 3.02654 -6.74499 1.34821
C 2.87220 -7.85150 2.38168
N 1.85913 -8.85628 1.90038
C 0.53837 -8.20561 1.57843
C 0.77809 -7.10831 0.55984
H 6.23529 -3.75596 -2.21301
H 5.05958 -2.67508 -2.95512
H 4.52425 -4.19612 -2.23953
H 5.78030 -1.85716 -0.67527
H 5.20372 -3.33102 0.05029
H 4.45172 -0.27770 -1.40822
H -0.61973 -2.27847 0.73958
H 3.65737 -4.63895 -0.02382
H 3.70689 -6.00482 1.76642
H 3.49199 -7.15026 0.43619
H 2.48932 -7.45698 3.32134
H 3.80624 -8.38110 2.55837
H 1.73332 -9.59018 2.60086
H 2.21640 -9.32192 1.06114
H 0.15798 -7.79789 2.51366
H -0.13126 -8.97989 1.20993
H -0.16989 -6.63217 0.33288
H 1.15337 -7.54989 -0.37659
C -4.52249 0.99314 -1.48586
S -3.07346 0.45050 -2.37613
C -2.76336 -1.06537 -1.48789
O -1.94913 1.40577 -1.96599
H -5.30940 0.25820 -1.65430
H -4.83262 1.94822 -1.90373
H -4.29237 1.08681 -0.42502
H -3.63532 -1.70780 -1.60495
H -2.58524 -0.83200 -0.43829
H -1.89148 -1.53904 -1.93328
N 3.79689 4.76501 -1.18712
C 3.27924 5.53439 -0.24175
N 3.73429 6.76523 -0.04108
N 2.27741 5.15372 0.57368
C 1.61806 4.08303 0.51172
N 0.91444 3.14169 0.61513
H 4.55172 5.10455 -1.76108
H 3.52452 3.79074 -1.31941
H 4.50108 7.15089 -0.56516
H 3.31907 7.31867 0.68935
S -4.63373 6.27515 2.27175
C -3.64068 5.09682 1.47332
C -3.65736 4.82305 0.10167
C -2.80016 3.87679 -0.40583
N -1.92906 3.18706 0.35155
C -1.89832 3.45992 1.67134
C -2.73064 4.37528 2.26138
C -5.65565 6.86683 0.94101
C -5.29867 8.01116 0.24501
C -6.13651 8.43473 -0.78029
N -7.25314 7.80350 -1.12449
C -7.59154 6.72147 -0.42944
C -6.83386 6.21023 0.61432
H -4.32496 5.34868 -0.56552
H -2.78577 3.66280 -1.46593
H -1.18072 2.90704 2.26127
H -2.67519 4.53334 3.32985
H -4.40177 8.56215 0.49163
H -5.89319 9.32481 -1.34860
H -8.52014 6.24120 -0.71551
H -7.16025 5.33670 1.16196
*
```

Calculated values
M: 862.03 g mol⁻¹
HOMO-LUMO gap (alpha / beta): 7.5 / 5.7 eV
HOMO level (alpha / beta): -14.615 / -14.632 eV
LUMO (alpha / beta): -7.14 / -8.95 eV
energy relative to the best compared isomer or geometry (same formula, charge and spin): 0.0 kJ/mol



3.
Entry from the OMol25 dataset: a cluster of 2 separate species, C16H30NO2PS in total at a distorted geometry (the ωB97M-V functional and the def2-TZVPD basis).

ORCA input file:
```
! wB97M-V def2-TZVPD RIJCOSX def2/J DEFGRID3
* xyz 0 1
S 3.37886 0.40865 6.00964
C 2.89902 0.36870 4.19938
C 1.35776 0.02902 3.75594
C 0.61452 -1.36660 4.24285
C -0.92753 -1.67768 3.72084
C -1.77314 -0.65044 2.73480
C -1.02601 0.77455 2.28413
C 0.53048 1.10058 2.80025
C 3.74761 -0.80045 3.39018
O 4.83665 -0.22944 2.53941
P 4.91918 1.49046 2.85395
O 3.28436 1.61647 3.52206
H 4.13330 1.60212 6.17167
H 1.17650 -2.13365 4.94738
H -1.44441 -2.66957 4.08086
H -2.88869 -0.91294 2.39994
H -1.57356 1.58037 1.60361
H 0.96598 2.13642 2.42644
H 3.12002 -1.39392 2.57760
H 4.32316 -1.58760 4.04436
H 6.25790 1.66551 2.27985
H 4.49977 1.80720 1.48990
H 5.00063 2.88510 3.30473
H 5.58237 1.21073 4.10912
C -0.41594 -2.07366 -0.92875
C -0.56464 -0.61083 -1.33290
C -1.96633 -0.27951 -1.85535
N -2.08415 -0.27964 -3.39691
C -1.57899 -1.57504 -4.00924
C -3.57065 -0.08864 -3.77981
C -3.72957 1.40952 -3.90042
C -2.45577 1.82419 -4.60153
C -1.36316 0.94511 -4.00835
H -0.49758 -2.74956 -1.78263
H 0.56395 -2.23797 -0.46842
H -1.17931 -2.35577 -0.19712
H 0.22208 -0.33284 -2.04157
H -0.39256 -0.01178 -0.42988
H -2.25065 0.72886 -1.52792
H -2.70892 -0.98579 -1.47052
H -2.11628 -2.40657 -3.54204
H -0.50297 -1.65049 -3.84404
H -1.77584 -1.55178 -5.08526
H -3.73632 -0.57479 -4.74765
H -4.21263 -0.54838 -3.02308
H -3.80070 1.87725 -2.91258
H -4.62398 1.68312 -4.46877
H -2.23991 2.88838 -4.46903
H -2.53949 1.63631 -5.67861
H -0.81641 1.46361 -3.21424
H -0.65804 0.60313 -4.77224
*
```

Calculated values
M: 331.46 g mol⁻¹
HOMO-LUMO gap: 4.6 eV
HOMO level: -5.520 eV
LUMO: -0.94 eV



4.
Entry from the OMol25 dataset: a structure of composition C27H25CaI2N2OTe (the ωB97M-V functional and the def2-TZVPD basis).

ORCA input file:
```
! wB97M-V def2-TZVPD RIJCOSX def2/J DEFGRID3
* xyz 1 1
Ca -0.18262 0.19687 0.82219
I 6.01806 -4.50364 2.14102
C 4.27138 -3.53453 1.59434
C 3.63022 -3.86231 0.40885
C 2.46269 -3.20664 0.04755
I 1.53152 -3.72020 -1.73096
C 1.89882 -2.21344 0.85808
O 0.79600 -1.57761 0.52751
C 2.56339 -1.89327 2.05868
C 2.00007 -0.85020 2.98689
N 1.72341 0.46504 2.33227
C 2.87572 0.98147 1.57751
C 2.49630 1.95737 0.48938
C 3.28148 3.07375 0.24314
C 2.98341 3.88870 -0.83707
C 1.90551 3.56791 -1.64594
C 1.15987 2.45072 -1.31913
N 1.43428 1.66007 -0.27756
C 3.73666 -2.54796 2.40943
H 4.03570 -4.62655 -0.23996
H 1.05220 -1.18235 3.42340
H 2.70726 -0.71859 3.81107
H 1.49919 1.12338 3.07075
H 3.62318 1.43678 2.23298
H 3.35697 0.12580 1.09719
H 4.12311 3.29002 0.88698
H 3.59038 4.75909 -1.04840
H 1.64400 4.16303 -2.50874
H 0.30530 2.16908 -1.92582
H 4.23857 -2.28814 3.33385
C -0.56828 3.05032 2.51408
C -1.17060 3.20683 1.27093
C -2.25677 2.40821 0.92302
C -2.73376 1.45077 1.81504
C -2.12270 1.28592 3.05523
C -1.04523 2.09322 3.40434
H 0.26283 3.68539 2.79380
H -0.80259 3.95441 0.58031
H -2.73829 2.53301 -0.03959
H -3.57339 0.82667 1.53889
H -2.49810 0.54547 3.74946
H -0.58903 1.98701 4.38104
C -4.08979 -1.62316 -0.96002
Te -2.17234 -2.10243 -0.15647
C -1.44879 -1.26063 -1.98916
C -2.59761 -1.40274 -2.95806
C -2.38948 -1.36266 -4.33212
C -3.45814 -1.49536 -5.20448
C -4.74202 -1.66852 -4.70599
C -4.95392 -1.71055 -3.33709
C -3.88655 -1.57764 -2.45597
H -4.42986 -0.66279 -0.57101
H -4.80571 -2.38680 -0.66512
H -0.55098 -1.79389 -2.29198
H -1.19622 -0.20084 -1.85495
H -1.38533 -1.24322 -4.72106
H -3.28879 -1.47735 -6.27268
H -5.57736 -1.78351 -5.38350
H -5.95324 -1.85879 -2.94639
*
```

Calculated values
M: 815.00 g mol⁻¹
HOMO-LUMO gap: 7.2 eV
HOMO level: -9.943 eV
LUMO: -2.73 eV
energy relative to the best compared isomer or geometry (same formula, charge and spin): 69.1 kJ/mol



5.
Entry from the OMol25 dataset: a structure of composition C2H6N2O at a distorted geometry (the ωB97M-V functional and the def2-TZVPD basis).

ORCA input file:
```
! wB97M-V def2-TZVPD RIJCOSX def2/J DEFGRID3
* xyz 0 1
N 0.92231 -0.23596 1.22816
C -0.14652 0.10849 0.57556
N -0.90526 1.15723 1.04584
C -0.45366 -0.43887 -0.73012
O 1.31562 -0.60223 -1.12070
H 1.69636 -0.88213 -1.96679
H 1.22506 -1.17458 0.99752
H -0.42434 1.72440 1.72730
H -1.46295 1.66740 0.38131
H -0.70845 -1.49461 -0.72770
H -1.05815 0.17087 -1.41038
*
```

Calculated values
M: 74.08 g mol⁻¹
HOMO-LUMO gap: 9.4 eV
HOMO level: -8.919 eV
LUMO: 0.47 eV
energy relative to the best compared isomer or geometry (same formula, charge and spin): 316.8 kJ/mol



| no. | calculated total energy (eV) |
| --- | --- |
| 1 | -65554.465 |
| 2 | -80497.711 |
| 3 | -42773.152 |
| 4 | -75363.343 |
| 5 | -7196.504 |